Record 1
The following is a DFT calculation (ωB97M-V/def2-TZVPD) of C45H39N5O2PRh as an isolated structure.

XYZ file:
```
93
C45H39N5O2PRh (ωB97M-V/def2-TZVPD)
Rh -0.90 0.25 -0.45
O 1.11 -5.28 0.04
C -0.06 -5.66 0.58
C -0.27 -7.01 0.85
C -1.47 -7.45 1.37
C -2.49 -6.54 1.64
C -2.28 -5.19 1.38
C -1.07 -4.72 0.86
C -0.84 -3.26 0.58
O 0.16 -2.94 -0.14
N -1.72 -2.44 1.15
N -1.65 -1.19 0.83
C -2.42 -0.27 1.69
C -3.49 0.35 0.82
C -4.74 0.70 1.21
C -5.57 1.48 0.35
C -4.99 1.87 -0.89
C -3.73 1.48 -1.23
N -2.95 0.70 -0.41
H 0.99 -4.30 -0.16
H 0.54 -7.70 0.64
H -1.62 -8.50 1.57
H -3.44 -6.87 2.04
H -3.04 -4.45 1.60
H -2.81 -0.82 2.56
H -5.08 0.39 2.20
H -6.57 1.79 0.63
H -5.55 2.48 -1.59
H -3.28 1.77 -2.17
N -1.44 0.76 1.95
C -1.37 1.39 3.12
C -0.38 2.41 3.27
C -0.21 3.10 4.46
C -0.99 2.83 5.58
C -1.97 1.84 5.46
C -2.17 1.14 4.28
H 0.23 2.64 2.41
H 0.56 3.87 4.51
H -0.85 3.37 6.51
H -2.60 1.61 6.31
H -2.95 0.40 4.24
C -0.61 1.16 -4.72
C -0.47 2.49 -4.03
C -0.31 3.65 -4.76
C -0.20 4.89 -4.13
C -0.27 4.97 -2.73
C -0.41 3.84 -1.96
C -0.47 3.89 -0.46
C -0.49 2.55 -2.59
N -0.55 1.46 -1.86
H 0.00 1.11 -5.62
H -1.65 0.98 -5.01
H -0.33 0.35 -4.05
H -0.26 3.60 -5.84
H -0.08 5.79 -4.72
H -0.20 5.94 -2.24
H -0.56 4.92 -0.11
H 0.44 3.45 -0.03
H -1.30 3.29 -0.09
C 3.53 3.69 -0.74
C 3.24 3.14 0.51
C 2.61 1.90 0.59
C 2.27 1.19 -0.56
C 2.54 1.77 -1.79
C 3.16 3.01 -1.89
P 1.29 -0.38 -0.42
C 2.04 -1.07 1.10
C 3.29 -1.69 1.13
C 3.80 -2.17 2.33
C 3.07 -2.02 3.51
C 1.84 -1.40 3.48
C 1.31 -0.93 2.27
C 1.99 -1.30 -1.84
C 1.11 -2.03 -2.64
C 1.58 -2.75 -3.73
C 2.93 -2.74 -4.05
C 3.81 -1.99 -3.28
C 3.34 -1.27 -2.19
H 4.01 4.66 -0.80
H 3.50 3.67 1.41
H 2.38 1.50 1.57
H 2.24 1.26 -2.70
H 3.35 3.44 -2.86
H 3.86 -1.82 0.23
H 4.77 -2.65 2.34
H 3.48 -2.39 4.44
H 1.26 -1.27 4.38
H 0.35 -0.42 2.25
H 0.06 -2.03 -2.38
H 0.88 -3.32 -4.33
H 3.30 -3.31 -4.90
H 4.87 -1.96 -3.53
H 4.03 -0.66 -1.62
```

For the relative energy (zero: lowest compared OMol25 entry of this formula, charge and spin), the calculation gives 0.0 kJ/mol. As for the spin multiplicity: 5. The total charge is -2. Its HOMO-LUMO gap (spin up / spin down) is 3.2868 / 5.3493 eV.



Record 2
The following is a DFT calculation (ωB97M-V/def2-TZVPD) of C45H40BClKN13SSb as an isolated structure.

XYZ file:
```
103
C45H40BClKN13SSb (ωB97M-V/def2-TZVPD)
K 2.05 1.32 -0.66
C 0.63 3.20 -4.26
C 1.62 3.59 -3.34
N 2.40 2.57 -3.01
N 1.92 1.50 -3.68
C 0.87 1.86 -4.46
B 2.58 0.08 -3.83
N 3.97 -0.04 -3.18
C 4.94 -0.87 -3.61
C 5.97 -0.86 -2.70
C 5.52 0.02 -1.70
N 4.32 0.50 -1.98
N 1.64 -1.01 -3.22
C 1.06 -2.11 -3.76
C 0.49 -2.84 -2.74
C 0.79 -2.11 -1.58
N 1.48 -1.02 -1.87
N 2.77 -0.12 -5.35
C 3.70 0.53 -6.08
C 3.38 0.39 -7.41
C 2.19 -0.36 -7.40
N 1.82 -0.65 -6.16
H -0.13 3.81 -4.73
H 1.80 4.56 -2.91
H 0.40 1.15 -5.11
H 4.84 -1.42 -4.54
H 6.90 -1.40 -2.75
H 6.01 0.32 -0.79
H 1.09 -2.27 -4.82
H -0.04 -3.77 -2.83
H 0.57 -2.32 -0.54
H 4.52 1.05 -5.60
H 3.92 0.78 -8.26
H 1.60 -0.70 -8.23
N -2.11 1.25 -3.15
C -1.12 0.91 -2.30
N -0.64 1.66 -1.38
C -1.16 2.94 -1.23
N -0.78 3.73 -0.27
N 0.04 3.10 0.64
C 0.92 3.82 1.20
C 1.77 3.20 2.24
C 2.37 4.00 3.22
C 3.10 3.39 4.22
C 3.23 2.01 4.21
C 2.63 1.30 3.18
N 1.91 1.87 2.22
C -2.14 3.43 -2.20
C -2.62 4.74 -2.19
C -3.55 5.15 -3.13
C -4.01 4.25 -4.09
C -3.55 2.95 -4.11
C -2.62 2.54 -3.16
H -2.39 0.60 -3.86
H -0.72 -0.10 -2.42
H 1.05 4.88 0.98
H 2.24 5.07 3.19
H 3.57 3.98 4.99
H 3.79 1.49 4.97
H 2.71 0.22 3.13
H -2.25 5.42 -1.44
H -3.92 6.17 -3.13
H -4.73 4.57 -4.83
H -3.90 2.24 -4.86
S 1.34 -2.24 2.55
Sb -0.72 -2.50 3.36
C -2.22 -2.82 1.91
C -1.91 -3.60 0.80
C -2.86 -3.83 -0.18
C -4.13 -3.29 -0.06
C -4.45 -2.51 1.05
C -3.49 -2.27 2.03
C -0.95 -4.18 4.62
C -0.04 -4.38 5.65
C -0.18 -5.47 6.50
C -1.23 -6.35 6.32
C -2.14 -6.16 5.29
C -2.00 -5.07 4.44
C -1.42 -0.93 4.59
C -2.57 -1.11 5.36
C -3.02 -0.07 6.17
C -2.32 1.13 6.22
C -1.16 1.29 5.47
C -0.71 0.25 4.67
H -0.91 -4.03 0.71
H -2.60 -4.43 -1.05
H -4.87 -3.46 -0.82
H -5.43 -2.07 1.14
H -3.74 -1.64 2.87
H 0.80 -3.70 5.79
H 0.53 -5.62 7.30
H -1.34 -7.20 6.98
H -2.96 -6.85 5.15
H -2.71 -4.92 3.64
H -3.10 -2.05 5.35
H -3.92 -0.20 6.76
H -2.67 1.94 6.84
H -0.60 2.22 5.52
H 0.20 0.37 4.08
Cl -2.70 0.94 1.65
C -1.15 0.26 1.42
H -1.03 -0.34 0.53
H -0.32 0.80 1.84
```

For the relative energy (zero: lowest compared OMol25 entry of this formula, charge and spin), the calculation gives 107.1 kJ/mol. As for the spin multiplicity: 2. Its HOMO-LUMO gap (spin up / spin down) is 7.4855 / 7.9129 eV.